(1)
Here is 3 unconnected molecules or ions with the total composition C4H6O2 in a non-equilibrium geometry from OMol25. Energies are from ωB97M-V/def2-TZVPD.

```
12
Properties=species:S:1:pos:R:3
O -1.12 -1.08 -0.77
C -0.57 -0.09 0.02
C -0.41 1.29 -0.64
C 0.78 0.41 -0.44
C -0.25 -0.50 1.35
O -0.35 -0.45 2.50
H -0.39 -1.46 -1.29
H -0.45 2.24 -0.10
H -1.00 1.27 -1.55
H 1.38 0.83 0.38
H 1.30 -0.98 -0.13
H 1.07 -1.47 0.67
```

Properties
Max |F|, Eh/bohr: 0.0206
E_tot, Eh: -306.24689
Frontier orbital gap (alpha / beta), eV: 8.597 / 8.596



(2)
Here is a molecular structure, C8H8 in a non-equilibrium geometry from OMol25. Energies are from ωB97M-V/def2-TZVPD.

```
16
Properties=species:S:1:pos:R:3
C 1.83 -0.63 0.27
C 1.83 0.61 -0.31
C 0.30 0.88 -0.41
C -0.34 -0.49 -0.85
C -1.83 -0.33 -0.62
C -1.81 0.25 0.59
C -0.31 0.43 0.92
C 0.33 -0.91 0.51
H 2.64 -1.30 0.41
H 2.65 1.23 -0.54
H -0.05 1.87 -0.87
H 0.04 -0.90 -1.79
H -2.61 -0.44 -1.34
H -2.61 0.61 1.23
H -0.01 0.94 1.84
H -0.03 -1.82 0.96
```

Properties
Max |F|, Eh/bohr: 0.0650
E_tot, Eh: -309.50706
Frontier orbital gap, eV: 9.838



These records have energy above the lowest of the compared OMol25 structures with the same formula, charge and spin values of 681.1 280.2 kJ/mol, in the order they appear.